Entry 1:
{"formula": "C10H14BClMgN6", "method": "wB97M-V/def2-TZVPD", "symbols": ["N", "N", "H", "C", "H", "N", "H", "N", "C", "C", "C", "Mg", "H", "C", "C", "H", "H", "B", "N", "H", "H", "Cl", "C", "C", "H", "C", "N", "H", "C", "H", "H", "H", "H"], "xyz": [[1.5873, -0.3450, -0.8862], [0.5634, 1.9003, -0.5075], [0.6763, 4.8224, 0.9080], [3.1682, -1.8048, -0.3775], [2.1424, -2.3464, 1.5898], [0.0233, 1.6138, 0.7340], [-1.7763, -1.2604, 2.3805], [-0.6998, 0.1289, -1.6146], [2.1867, -1.8146, 0.6387], [-2.5593, -0.7933, -0.9121], [0.5576, 3.7949, 0.6343], [-0.4580, -0.4368, 1.3365], [4.0444, -2.4152, -0.4208], [0.0378, 2.7528, 1.4330], [-1.8241, -2.3570, 2.6143], [-0.2648, 2.7623, 2.4688], [1.1480, 1.1289, -2.5725], [0.7127, 0.7418, -1.5308], [-1.3389, -0.3947, -0.4892], [-3.2820, -1.2269, -0.2253], [-3.5476, -0.7596, -2.9141], [0.4196, -0.0003, 3.4392], [2.7548, -0.8499, -1.3004], [0.8889, 3.2025, -0.5839], [-2.2058, -2.4143, 3.6463], [-1.4945, 0.0491, -2.6911], [1.2149, -0.9522, 0.2963], [3.1677, -0.4616, -2.2054], [-2.6949, -0.5409, -2.2948], [-2.5203, -2.8678, 1.9459], [-1.1240, 0.4216, -3.6425], [1.3420, 3.5738, -1.4934], [-0.8458, -2.8515, 2.5965]], "forces_ev_per_a": [[0.03, -1.02, 1.09], [-0.42, -0.09, 0.99], [0.08, 0.21, 0.06], [-0.14, 0.07, 0.28], [0.00, 0.14, -0.46], [0.55, 0.88, -0.47], [-0.64, -1.22, 0.65], [-0.97, -0.69, 0.63], [-0.08, 0.83, -1.36], [0.98, 0.57, -0.93], [0.03, -0.40, -0.20], [1.54, 1.52, 0.13], [0.30, -0.06, -0.02], [0.46, -0.02, -1.21], [-0.28, 0.18, 0.12], [-0.08, -0.02, -0.10], [-0.07, -0.10, -0.11], [-0.39, 0.19, 1.30], [-1.36, -0.09, -2.22], [0.27, 0.09, -0.17], [0.00, 0.03, 0.01], [-0.30, -0.27, 0.07], [-0.41, -0.40, 0.89], [-0.31, -0.31, 0.70], [0.22, 0.18, -0.45], [-0.27, -0.36, 0.88], [1.28, -0.22, -0.43], [0.37, -0.09, -0.29], [0.02, 0.00, 0.26], [0.11, 0.14, 0.01], [-0.28, -0.17, 0.25], [-0.09, 0.14, 0.21], [-0.15, 0.36, -0.11]], "orbital_gap_ev": 9.21}

=====

Entry 2:
{"formula": "C18H25NO2PPdS2", "method": "wB97M-V/def2-TZVPD", "symbols": ["H", "H", "C", "H", "O", "H", "C", "C", "C", "C", "C", "H", "C", "H", "H", "H", "H", "H", "C", "H", "H", "C", "H", "C", "O", "H", "H", "Pd", "H", "H", "H", "N", "C", "C", "H", "H", "S", "C", "S", "H", "C", "H", "C", "C", "C", "H", "H", "P", "H", "C"], "xyz": [[-4.4127, -1.2719, -1.5100], [-1.9802, 3.1443, -0.8470], [1.3669, 4.9098, -1.5433], [-2.4374, -1.6754, 1.8158], [-0.9369, -1.4603, -1.1766], [-2.0033, 0.0383, 2.0687], [3.1540, 0.1098, 1.1497], [0.4465, -3.0331, -0.2777], [1.3402, 3.5627, -1.1845], [0.5193, -5.2401, -1.2315], [-1.0199, 4.9804, -1.3896], [0.7927, -2.2283, 0.3618], [2.6024, 0.8733, 2.1279], [-4.5879, -0.1927, 1.5163], [4.4501, 1.4381, 3.1630], [4.5327, -1.3925, 1.9156], [2.9524, 2.0469, 3.8886], [3.4056, 0.3518, 4.0844], [3.4044, 1.1962, 3.3794], [-0.8458, -1.0253, 1.3112], [4.9575, -0.7289, 0.3368], [0.1818, 5.6348, -1.6514], [1.6806, -4.5937, 0.4552], [0.9355, -4.3301, -0.2831], [-2.3064, 0.7330, -1.0899], [-1.9577, 5.5297, -1.4605], [-4.9410, 0.6772, -0.0016], [0.2089, 0.9014, -0.2101], [5.2410, 0.2206, 1.8056], [-4.3141, -2.1574, 0.0242], [-0.6041, -5.4306, -3.0690], [-0.4833, -2.6638, -1.2022], [-1.9045, -0.8109, 1.3987], [-3.7304, -1.7372, -0.7964], [-1.4070, -3.0440, -2.9891], [2.2810, 3.0260, -1.0951], [2.3501, -0.3393, -0.3598], [0.1484, 2.8701, -0.9246], [0.9611, 1.5035, 2.1392], [-3.7937, 1.3613, 1.1537], [-4.1592, 0.4279, 0.7216], [0.8930, -6.2555, -1.2305], [4.5484, -0.4698, 1.3138], [-0.7969, -3.4951, -2.2217], [-1.0272, 3.6306, -1.0320], [-3.1787, -2.5300, -1.2995], [2.3191, 5.4014, -1.7328], [-2.7155, -0.3604, -0.1561], [0.1957, 6.6868, -1.9227], [-0.3256, -4.7898, -2.2429]], "forces_ev_per_a": [[0.00, -0.04, -0.01], [0.01, 0.00, 0.00], [-0.08, -0.07, 0.01], [0.00, 0.05, -0.02], [-0.04, -0.46, -0.57], [0.05, 0.05, 0.03], [-0.05, 0.10, 0.11], [-0.06, -0.41, 0.12], [0.06, 0.15, -0.08], [0.03, -0.11, -0.28], [0.06, -0.09, 0.02], [0.00, 0.05, 0.00], [0.05, -0.17, -0.08], [0.01, 0.02, -0.02], [-0.02, 0.01, 0.02], [0.01, 0.02, -0.02], [0.00, -0.01, 0.00], [0.00, 0.02, -0.01], [-0.07, -0.03, -0.04], [0.10, -0.01, -0.02], [0.00, 0.00, 0.00], [0.00, -0.08, 0.04], [-0.03, 0.03, 0.05], [0.01, 0.41, 0.21], [0.18, -0.93, -0.06], [0.00, -0.01, 0.00], [0.02, -0.02, 0.01], [0.71, 1.06, -0.02], [0.01, -0.02, -0.01], [0.02, 0.00, 0.00], [-0.04, 0.00, 0.02], [0.56, 0.46, 0.24], [0.38, -0.46, -0.18], [0.36, -0.33, -0.27], [-0.08, -0.01, 0.05], [0.01, 0.00, 0.02], [0.28, -0.46, 0.00], [-0.30, -0.26, 0.26], [-0.03, -0.14, 0.03], [0.01, -0.02, 0.01], [-0.14, 0.04, -0.05], [-0.01, 0.00, -0.02], [-0.09, 0.02, -0.02], [0.01, -0.31, -0.09], [0.01, 0.23, -0.19], [0.00, 0.04, 0.04], [0.00, 0.00, 0.00], [-1.82, 1.62, 0.83], [0.00, 0.00, -0.01], [-0.10, 0.05, -0.06]], "charge": -2, "orbital_gap_ev": [3.01, 3.35], "s_squared": 0.763, "multiplicity": 2}

=====

Entry 3:
{"formula": "C35H48N4O5S3SeTc", "method": "wB97M-V/def2-TZVPD", "symbols": ["H", "C", "H", "H", "O", "H", "H", "H", "C", "C", "H", "H", "H", "S", "H", "C", "C", "N", "H", "C", "N", "H", "H", "C", "H", "H", "H", "C", "S", "H", "N", "C", "H", "C", "H", "C", "H", "C", "H", "H", "C", "H", "H", "H", "H", "H", "C", "C", "C", "O", "H", "C", "C", "N", "C", "C", "H", "H", "C", "C", "H", "O", "C", "C", "H", "H", "C", "C", "H", "H", "C", "Tc", "C", "O", "O", "H", "Se", "H", "H", "C", "H", "C", "S", "H", "H", "C", "C", "H", "C", "H", "H", "C", "H", "H", "C", "H", "H"], "xyz": [[-0.2067, 2.4765, 5.7776], [2.3369, -2.2811, -2.7030], [-0.7154, -1.5673, -2.5135], [-2.0944, -1.1166, -3.5222], [1.5344, 0.1520, 0.8875], [0.5856, -1.5238, -8.2726], [2.7042, 2.2341, -3.4738], [-5.5169, -0.4935, 3.0465], [0.5692, -0.4479, -8.0983], [-3.4291, 1.3652, -2.0282], [4.5273, -1.6484, 0.8603], [0.8862, -3.8380, -2.4736], [4.8341, -3.1051, -1.8363], [0.3375, -2.5319, -0.5841], [-3.6122, 1.5863, 5.5698], [1.2795, 1.2785, -4.7908], [-4.8182, 0.7065, -3.8884], [-3.4366, 3.5882, 3.0767], [1.3985, 3.2809, -4.0180], [2.0700, 2.4752, -4.3260], [-1.7092, 2.8011, 4.3903], [5.6927, -1.6156, -1.4328], [-0.5903, -1.4473, 2.4411], [-5.1809, 2.1625, 0.2616], [-1.8203, 2.1542, 6.3684], [-0.7175, -1.7725, -6.1179], [-0.3415, -0.0590, -8.5626], [4.7945, -2.2003, -1.2297], [3.4341, -1.1436, -1.8296], [-2.8003, 4.0331, 2.4336], [-3.8550, 2.0043, 4.6887], [-6.3501, 1.2827, 2.1781], [5.7621, -2.8693, 0.5593], [-2.0433, 2.1940, -0.0384], [-0.8108, 0.0564, 6.1904], [-2.9959, 2.8069, 4.0529], [1.1382, 0.6873, 4.7227], [-4.4689, 0.5959, -2.5522], [-2.5870, 3.0776, -4.8255], [2.3841, -1.9892, 1.3828], [-4.3552, 0.1999, 1.3778], [-4.4019, 1.6792, -5.7567], [1.8573, 1.5661, -6.8158], [2.7007, 2.8505, -5.1285], [2.1743, -3.8458, -1.2584], [0.4548, -0.9002, 4.4992], [-4.2346, 1.1412, 0.3635], [-1.1601, 2.0278, 5.5083], [4.7687, -2.5285, 0.2658], [-0.9196, 1.7270, 0.4203], [1.4193, 0.0076, -8.6033], [-0.1645, -0.9185, -5.7407], [-4.1288, 1.5897, -4.7125], [-0.7124, -0.4986, 2.0980], [-3.0365, 1.1329, -0.5851], [1.2791, 0.9554, -6.1320], [2.2198, -3.3072, 2.5539], [1.7103, -1.6561, -3.3359], [-6.2280, 2.2332, 1.1663], [1.5141, -3.2090, -1.8376], [-1.1018, 3.4409, 3.9052], [-2.3810, 3.3549, 0.0017], [-1.0786, -1.5165, -3.5335], [0.2528, 0.1658, 4.3570], [-3.6438, -0.6156, 1.4527], [-1.1223, -2.5276, -3.9386], [0.8760, -3.4706, 0.8856], [-3.1101, 2.3727, -4.1897], [2.9464, -2.9046, -3.3602], [0.0619, -3.3447, 1.6031], [0.5676, -0.1350, -6.6338], [-0.1662, -0.1231, -0.0347], [2.2163, -3.0532, 1.4933], [2.5878, 0.3124, 2.8468], [-2.3538, -0.1662, -0.4642], [-1.9936, 2.9117, -2.4420], [0.6255, 1.0112, -2.1034], [-2.8443, -0.8151, -0.9887], [-4.3653, 3.4619, 2.7038], [1.5734, 0.2989, 2.2056], [-1.6808, -0.2392, 2.2687], [-2.7635, 2.2666, -2.8485], [3.6610, -3.8932, 0.7494], [-1.8842, 0.1167, 4.8027], [-7.1899, 1.3206, 2.8614], [0.5255, 0.4651, -3.8995], [-0.2154, -0.6413, -4.3894], [-5.6336, 0.1147, -4.2852], [0.1839, 0.4230, 2.8558], [0.8768, -4.5177, 0.5835], [-4.8345, 2.0467, 4.4573], [-5.4157, 0.2642, 2.2782], [-5.0868, 2.9008, -0.5234], [-0.1667, 1.4259, 2.6197], [-0.9620, 0.5345, 5.2213], [-5.0218, -0.0829, -1.9079], [-6.9612, 3.0248, 1.0729]], "forces_ev_per_a": [[-0.01, 0.11, 0.01], [0.17, 0.18, 0.29], [-0.09, 0.05, 0.00], [-0.11, 0.03, 0.08], [-0.40, 0.08, -0.46], [0.01, 0.02, 0.01], [0.04, 0.01, -0.04], [0.00, 0.01, -0.04], [-0.01, 0.02, 0.02], [-0.01, -0.14, 0.01], [0.03, 0.01, 0.03], [0.03, 0.01, 0.03], [0.04, 0.01, -0.01], [0.15, 0.20, 0.33], [0.02, -0.02, -0.01], [0.11, 0.17, 0.06], [0.02, -0.03, -0.06], [-0.06, 0.07, -0.37], [0.05, -0.02, 0.01], [-0.10, -0.05, -0.02], [0.05, 0.00, -0.01], [0.04, -0.07, -0.04], [0.00, -0.03, 0.00], [0.09, -0.03, 0.01], [0.08, 0.06, 0.08], [0.02, 0.03, 0.00], [0.02, 0.00, 0.02], [-0.15, 0.15, 0.18], [-0.10, 0.06, 0.09], [0.19, 0.00, -0.09], [-0.06, 0.13, 0.09], [-0.02, -0.01, 0.03], [0.01, 0.04, 0.03], [0.25, -0.27, 0.08], [-0.09, -0.03, 0.01], [0.02, -0.21, 0.06], [0.03, -0.04, 0.04], [0.03, -0.05, 0.00], [-0.03, -0.03, 0.05], [-0.04, 0.15, 0.07], [-0.04, -0.05, 0.07], [0.01, 0.01, 0.05], [0.00, -0.02, 0.02], [-0.03, -0.02, -0.03], [0.00, -0.07, 0.07], [0.09, 0.01, 0.04], [0.14, 0.00, 0.05], [0.01, -0.27, -0.10], [-0.14, -0.16, -0.20], [-0.21, 0.12, 0.01], [-0.02, -0.02, 0.01], [-0.01, -0.03, 0.05], [-0.03, -0.01, 0.02], [0.07, 0.19, -0.13], [-0.12, 0.23, 0.21], [0.01, -0.04, -0.10], [-0.07, 0.04, 0.01], [0.10, -0.06, 0.00], [0.01, 0.06, 0.00], [-0.36, -0.13, -0.23], [0.00, 0.08, -0.01], [-0.10, 0.03, 0.24], [0.00, 0.10, -0.06], [-0.12, 0.00, -0.04], [-0.09, 0.04, -0.02], [-0.02, 0.03, 0.00], [0.09, 0.28, -0.06], [0.02, 0.00, -0.03], [-0.09, -0.04, -0.07], [0.02, -0.06, 0.00], [0.05, 0.05, -0.05], [-0.27, -0.82, 0.78], [0.18, -0.17, -0.15], [-0.08, 0.07, -0.20], [0.39, 0.05, -0.18], [-0.01, -0.04, -0.04], [0.39, 0.10, -0.72], [0.16, -0.05, -0.13], [-0.12, -0.09, 0.06], [0.03, -0.03, 0.29], [-0.03, -0.03, -0.09], [0.11, 0.03, -0.01], [-0.03, 0.06, 0.06], [0.01, -0.06, 0.04], [0.00, 0.01, -0.02], [-0.20, 0.04, 0.44], [-0.08, 0.06, -0.19], [0.04, 0.01, 0.01], [0.09, -0.11, 0.04], [-0.05, -0.03, 0.05], [0.02, 0.00, -0.03], [0.01, -0.02, 0.00], [-0.01, 0.00, -0.01], [-0.02, 0.10, 0.01], [0.08, 0.07, -0.22], [-0.01, 0.04, -0.03], [-0.01, -0.04, -0.01]], "charge": 2, "orbital_gap_ev": [8.15, 5.33], "s_squared": 3.778, "multiplicity": 4}

=====

Entry 4:
{"formula": "C6H17BrN3P", "method": "wB97M-V/def2-TZVPD", "symbols": ["C", "H", "C", "N", "H", "H", "H", "C", "H", "H", "C", "N", "H", "C", "H", "N", "C", "H", "H", "H", "H", "H", "H", "Br", "H", "H", "H", "P"], "xyz": [[-1.2844, 2.4610, -0.4201], [-2.5114, -1.7944, 1.5279], [2.3154, 0.6056, -1.3790], [1.4741, -0.1185, -0.4533], [1.7143, 1.3588, -1.8916], [-1.7421, -2.5644, -1.1495], [-1.6340, 2.1933, -1.4172], [0.0139, 1.5833, 1.4384], [2.7784, -0.0458, -2.1311], [0.7673, 2.3781, 1.3608], [2.1373, -1.2400, 0.1636], [-0.6200, 1.3233, 0.1679], [-2.0149, -0.0433, 1.6326], [-2.2347, -0.8890, 1.0030], [0.0157, -2.7246, -1.1043], [-0.6893, -1.3083, 0.2150], [-0.8676, -2.5543, -0.4867], [-2.1516, 2.7516, 0.1845], [0.4983, 0.6714, 1.7817], [3.1159, 1.1176, -0.8320], [2.9843, -0.8674, 0.7520], [-0.7329, 1.8996, 2.1781], [1.4450, -1.7421, 0.8367], [-3.5181, -0.4489, -0.3235], [2.5225, -1.9642, -0.5665], [-0.6180, 3.3287, -0.4990], [-0.9552, -3.3747, 0.2306], [-0.2080, 0.0076, -0.8187]], "forces_ev_per_a": [[-0.16, -0.01, 0.00], [-0.04, 0.01, -0.02], [0.08, 0.13, 0.13], [-0.16, -0.25, -0.55], [0.12, 0.06, -0.08], [0.03, -0.01, -0.03], [-0.04, 0.08, 0.00], [-0.06, -0.10, 0.01], [-0.01, -0.01, -0.05], [-0.01, -0.05, 0.02], [0.00, 0.08, 0.30], [0.06, 0.06, -0.35], [-0.06, 0.04, 0.01], [3.92, -1.21, -1.93], [0.03, -0.16, -0.04], [-3.77, 1.39, 2.28], [-0.07, -0.28, -0.10], [-0.01, 0.06, -0.08], [0.04, 0.07, 0.14], [0.00, 0.02, -0.10], [0.03, -0.12, -0.02], [0.06, -0.02, 0.02], [0.13, -0.03, -0.01], [-0.50, 0.06, -0.08], [0.03, -0.01, -0.04], [0.02, 0.01, -0.01], [0.04, -0.04, -0.10], [0.33, 0.25, 0.70]], "orbital_gap_ev": 8.43}

=====

Ordered relative energy (zero: lowest compared OMol25 entry of this formula, charge and spin) results: 0.000, 3.318, 0.556, 0.000; unit eV.
Ordered DFT total energy results: -38186.5451, -59092.6269, -153312.5354, -90298.2132; unit eV.